[1]
Here is C27H37Br21N8O10 as an isolated structure from the OMol25 dataset. Energies are from ωB97M-V/def2-TZVPD.

Atoms and positions in Å:
1 H -5.602 -4.324 -4.391
2 C -6.330 2.831 -4.417
3 C -4.515 -4.858 2.078
4 O 9.929 3.080 -3.690
5 Br 2.949 -2.665 0.194
6 H 2.974 -1.056 -2.312
7 H 7.717 3.867 -2.429
8 C 3.956 -2.576 1.873
9 H -0.946 -2.631 3.737
10 Br -7.703 2.358 -5.650
11 H -1.969 3.110 -3.801
12 C 8.182 2.942 -2.108
13 N -3.401 -3.831 2.212
14 O 1.019 -1.609 2.632
15 Br -0.779 4.333 -0.844
16 Br 0.695 -6.375 4.623
17 H -0.222 2.081 -2.381
18 N 1.129 1.984 -3.919
19 N -4.532 -3.210 -2.782
20 C -1.062 2.756 -4.225
21 H -1.496 3.521 -6.192
22 H -0.058 -8.039 2.901
23 H -4.220 2.486 4.532
24 Br -2.076 0.779 0.115
25 C 2.400 4.234 0.733
26 O -3.921 -2.178 -2.644
27 O -5.134 -3.770 -1.889
28 H -2.063 1.729 3.862
29 H -4.523 -3.032 -4.905
30 H -5.266 -4.818 2.808
31 H -5.117 1.755 6.790
32 Br -5.329 1.380 -3.800
33 C 3.277 2.471 2.135
34 Br -0.346 -1.268 -1.794
35 Br 4.375 -4.349 2.529
36 C -2.389 1.546 4.953
37 C -4.652 -3.824 -4.171
38 Br 2.393 -8.358 2.895
39 C 2.346 2.902 3.113
40 C -3.689 1.897 5.244
41 H -0.281 -0.848 0.779
42 Br 2.236 -4.582 -3.520
43 H 0.624 2.791 -7.146
44 C -1.905 0.666 6.982
45 H -3.993 -5.739 2.197
46 H 0.687 4.300 3.376
47 C -0.498 -1.960 4.350
48 Br 4.375 -5.938 -5.403
49 H 4.078 2.919 0.147
50 H 8.365 2.851 -1.049
51 H -0.450 5.555 1.241
52 C -1.406 5.342 0.688
53 C -3.238 0.841 7.353
54 O 1.816 -2.152 4.537
55 H 4.049 1.739 2.418
56 C -5.810 0.616 -0.016
57 H 2.343 2.063 -5.643
58 C 3.296 3.119 0.887
59 N 4.445 -0.432 -3.659
60 N 1.398 4.448 1.616
61 H 3.382 -2.113 2.625
62 H -3.851 -4.626 -4.138
63 Br 1.054 1.035 -0.078
64 H -6.853 3.320 -3.602
65 H -1.245 0.178 7.630
66 H 2.548 4.920 -0.108
67 H 2.341 2.567 4.182
68 N 0.869 -1.875 3.788
69 O -2.795 -3.449 1.238
70 O -3.184 -3.464 3.380
71 H 4.128 -0.001 -1.600
72 C -0.072 2.206 -3.456
73 C 1.424 3.851 2.733
74 H -0.332 -2.488 5.289
75 Br -5.651 2.507 -0.508
76 Br -7.478 -0.225 -0.518
77 C -0.430 -0.205 -0.125
78 Br -5.233 4.223 -5.206
79 O 4.156 -1.388 -4.372
80 Br 0.679 -6.125 1.446
81 C -0.826 2.989 -5.570
82 H -4.959 0.081 -0.472
83 C 0.781 -7.339 2.869
84 O 5.327 0.347 -3.873
85 H -3.524 0.526 8.316
86 C -4.139 1.519 6.485
87 H 3.062 0.755 -2.872
88 Br -2.559 4.255 1.758
89 O 10.486 2.995 -1.639
90 H -4.935 -4.751 1.075
91 H 7.721 2.020 -2.501
92 Br 5.407 -4.683 -2.703
93 C 3.551 -0.165 -2.524
94 C 4.083 -4.639 -4.117
95 H 4.151 -3.640 -4.630
96 Br 5.436 -1.462 1.719
97 Br -2.216 7.022 0.220
98 C 1.357 2.266 -5.202
99 H -0.876 -0.907 4.239
100 Br -5.477 0.429 1.907
101 N 9.685 3.039 -2.528
102 N -1.506 0.941 5.794
103 C 0.386 2.685 -6.105

Forces on atoms 1 to 3 (eV/Å):
H 0.07 0.27 0.88
C -0.45 1.22 -0.10
C 0.57 1.75 -2.10

Values from the calculation:
Net charge = 0
Electronic energy = -1531868.613 eV
HOMO-LUMO gap = 9.344 eV
Lowest unoccupied orbital energy = -0.3 eV
E_HOMO = -0.35533 Ha



[2]
Here is one molecule with the formula C27H37N3O4S from the OMol25 dataset. Energies are from ωB97M-V/def2-TZVPD.

Atoms and positions in Å:
1 C -2.979 -2.569 -0.079
2 H 0.619 -3.119 -0.791
3 H 2.319 -3.085 1.011
4 H -2.820 -2.618 0.999
5 C 0.754 2.941 0.387
6 H 0.953 1.731 4.181
7 H 1.305 4.153 4.892
8 H -1.032 -1.424 1.136
9 C -0.374 1.414 1.828
10 C 4.097 0.727 -2.120
11 C -0.627 -1.839 -4.301
12 H -1.322 0.518 -1.872
13 H 1.305 -1.998 1.960
14 H 3.242 2.652 -2.609
15 C -0.388 3.080 -0.376
16 C -1.650 -2.253 -2.064
17 C -0.696 -1.669 0.126
18 H -0.689 0.757 -3.498
19 H 0.286 3.995 3.456
20 C -0.235 -4.048 0.943
21 C 1.561 -2.308 0.949
22 H 1.987 -1.453 0.426
23 H 2.662 2.223 4.237
24 N -1.884 -1.831 -0.693
25 H 4.354 0.474 -3.138
26 H -0.402 0.759 2.685
27 C 0.787 2.113 1.506
28 C 0.322 -2.824 0.220
29 H -2.320 0.119 -3.281
30 H 1.982 4.468 3.285
31 O 2.006 4.479 -1.347
32 H -3.030 -3.601 -0.458
33 H -4.558 -0.948 1.611
34 H -2.436 2.523 -0.623
35 O 2.878 4.430 0.959
36 C 4.397 -0.148 -1.087
37 H 0.247 -1.291 -2.426
38 C -4.329 -1.885 -0.336
39 C 3.188 1.725 1.944
40 C -2.695 0.676 1.435
41 H -3.115 0.396 -0.538
42 C -1.517 1.521 1.047
43 S 2.266 3.742 -0.142
44 C -4.540 -0.663 0.556
45 N 1.915 2.018 2.337
46 H -0.161 -0.790 -0.254
47 C 1.706 2.386 3.736
48 C 3.479 1.934 -1.840
49 N -3.473 0.297 0.400
50 H -2.626 -2.292 -2.557
51 C -0.752 -1.310 -2.873
52 H -5.496 -0.186 0.309
53 H -1.227 -3.272 -2.109
54 H -0.599 -3.773 1.931
55 H -1.052 -4.500 0.387
56 H -5.134 -2.595 -0.143
57 H -0.224 -2.849 -4.305
58 C 1.290 3.846 3.850
59 H 0.545 -4.797 1.064
60 C -1.535 2.381 -0.048
61 C 3.161 2.245 -0.532
62 C 4.078 0.175 0.221
63 O 4.104 1.646 2.737
64 C -1.308 0.111 -2.880
65 C 3.426 1.371 0.510
66 O -2.915 0.373 2.593
67 H 0.035 -1.203 -4.883
68 H -0.350 3.751 -1.220
69 H -1.600 -1.857 -4.787
70 H 4.333 -0.490 1.033
71 H -4.390 -1.582 -1.382
72 H 4.891 -1.084 -1.300

Forces on atoms 1 to 3 (eV/Å):
C -0.38 0.10 -0.19
H 0.00 0.02 -0.03
H 0.12 -0.05 0.05

Values from the calculation:
Net charge = 0
Electronic energy = -52096.028 eV
HOMO-LUMO gap = 8.211 eV
Energy above the lowest of the compared OMol25 structures with the same formula, charge and spin = 6.64 kcal per mole
Lowest unoccupied orbital energy = -0.2 eV
E_HOMO = -0.30985 Ha



[3]
Here is C27H37N7O5PPd as an isolated structure from the OMol25 dataset. Energies are from ωB97M-V/def2-TZVPD.

Atoms and positions in Å:
1 C -1.986 3.334 -2.453
2 C 4.319 1.264 0.134
3 H 6.711 -1.045 -0.502
4 H 4.570 1.804 1.052
5 C 6.417 -0.148 0.041
6 N 4.985 -0.014 0.054
7 H -4.952 -4.147 -0.031
8 O -4.390 -2.844 3.256
9 H -3.806 2.363 -3.210
10 H -3.101 -2.927 -0.271
11 O -0.013 0.194 1.997
12 Pd 0.218 -0.161 -0.161
13 C -0.967 -2.664 0.949
14 C -3.202 -3.494 0.651
15 C -5.669 -5.896 1.746
16 P -1.241 0.698 2.685
17 H -2.610 4.061 -1.933
18 C -2.844 1.317 -1.552
19 C -1.373 -0.427 -4.974
20 H -1.080 -0.906 4.457
21 O 1.873 1.563 0.086
22 H -0.609 3.411 -0.732
23 C 4.052 -0.981 0.075
24 C -5.024 -4.048 3.169
25 C -2.782 0.058 1.944
26 H -2.066 0.490 4.974
27 H 1.088 -2.102 1.264
28 C -4.515 -2.118 4.459
29 N 0.659 -0.544 -2.071
30 C -0.970 2.717 -1.496
31 N 2.804 -0.519 0.128
32 H 5.237 -2.640 -0.123
33 C -1.340 2.517 2.618
34 H -2.917 -0.989 2.205
35 C -1.181 0.177 4.433
36 H -2.665 0.141 0.864
37 N 4.316 -2.287 0.068
38 H -0.296 0.619 4.883
39 N -2.240 -0.201 -5.701
40 H -0.107 2.309 -2.041
41 N -4.374 -4.108 0.799
42 H -3.984 -1.182 4.296
43 C -6.410 -5.834 4.016
44 C -6.380 -6.465 2.784
45 C 2.852 0.830 0.125
46 H 1.352 -3.501 3.303
47 H -1.472 2.792 1.574
48 C 0.413 -3.491 2.768
49 H -1.511 3.819 -3.302
50 C -2.808 2.114 -2.856
51 H 6.846 0.715 -0.467
52 H -5.564 -1.907 4.684
53 H -6.918 -7.386 2.629
54 H -5.796 -4.161 5.169
55 H -2.886 0.234 -1.714
56 C -1.851 -4.280 2.602
57 H -4.054 -2.655 5.291
58 C 0.033 -0.562 -3.072
59 H -5.640 -6.371 0.777
60 H 4.544 1.902 -0.724
61 H -6.976 -6.260 4.831
62 O -1.648 1.643 -0.828
63 O -1.144 -1.921 -0.066
64 H -3.705 1.622 -0.940
65 C -5.736 -4.640 4.206
66 H 3.528 -2.904 -0.044
67 H -0.511 -4.885 4.131
68 H -2.165 2.901 3.211
69 C 0.274 -2.729 1.643
70 H -2.651 -4.919 2.942
71 H -3.645 0.632 2.269
72 C -0.652 -4.280 3.249
73 H 6.823 -0.195 1.055
74 N -0.372 -0.711 -4.229
75 C -4.980 -4.701 1.923
76 C -2.062 -3.484 1.448
77 H -2.301 1.553 -3.641
78 H -0.399 2.923 2.979

Forces on atoms 1 to 3 (eV/Å):
C 0.05 -0.18 0.18
C -0.38 0.29 0.04
H 0.06 0.03 -0.05

Values from the calculation:
Net charge = +1
Electronic energy = -62030.650 eV
HOMO-LUMO gap = 6.945 eV
Energy above the lowest of the compared OMol25 structures with the same formula, charge and spin = 37.18 kcal per mole
Lowest unoccupied orbital energy = -3.5 eV
E_HOMO = -0.38386 Ha